C27H19Br2Cl2CuN4O | the ωB97M-V functional and the def2-TZVPD basis

Geometry (Å):
Cu -0.4251 -0.6565 0.2344
C 0.5412 6.7553 0.1056
C 0.4998 5.3379 0.5873
C 0.5300 5.0059 1.9378
C 0.5164 3.6768 2.3154
C 0.4486 2.7239 1.3141
Br 0.5911 0.9082 1.8692
N 0.3787 2.9915 0.0186
C 0.4276 4.2873 -0.3143
H 0.7782 7.4345 0.9210
H -0.4209 7.0542 -0.3094
H 1.2934 6.8862 -0.6707
H 0.5861 5.7816 2.6896
H 0.5732 3.3827 3.3518
H 0.4149 4.5001 -1.3712
Cl -2.0696 4.0673 -2.5532
C -2.9344 2.7867 -1.8005
C -4.3155 3.0267 -1.6201
C -5.0865 2.1107 -0.9755
Cl -6.7752 2.4107 -0.8053
C -4.5198 0.9443 -0.3940
C -5.2766 0.0236 0.3720
C -4.6451 -1.0199 0.9778
C -3.2479 -1.1238 0.8477
N -2.5153 -0.3038 0.1273
C -3.1378 0.7063 -0.5437
C -2.3734 1.6092 -1.3472
O -1.0044 1.2458 -1.5864
H -4.7418 3.9378 -2.0122
H -6.3399 0.1756 0.4782
H -5.1833 -1.7426 1.5716
H -2.7125 -1.9115 1.3628
Br -0.3239 1.5959 -6.8284
C -0.3403 0.6190 -5.2189
C -0.0767 -0.7467 -5.2113
C -0.0603 -1.4491 -4.0351
C -0.3064 -0.8521 -2.7677
C -0.6226 0.5186 -2.8719
C -0.6219 1.2664 -4.0282
N -0.1770 -1.4697 -1.5822
C -0.0676 -2.8005 -1.4671
C 0.1073 -3.3782 -0.1833
C 0.3308 -4.7646 -0.0334
C 0.5640 -5.2887 1.2086
C 0.5781 -4.4337 2.3200
C 0.3330 -3.0960 2.1055
N 0.0873 -2.5627 0.9092
H 0.1426 -1.2539 -6.1387
H 0.2039 -2.4947 -4.0636
H -0.3638 1.9231 -1.1864
H -0.8338 2.3147 -4.0290
H -0.1595 -3.4617 -2.3192
H 0.3349 -5.3928 -0.9133
H 0.7484 -6.3460 1.3287
H 0.7722 -4.8004 3.3160
H 0.3240 -2.4052 2.9417

Properties
Spin multiplicity = 2
DFT total energy = -246078.0207 eV
Charge = +1
Gap between HOMO and LUMO (spin up / spin down) = 0.1645 / 0.2460 Eh

Atom charges from the natural (NBO) analysis, given in e for atoms 1 to 4: 0.82, -0.64, -0.03, -0.13